1.
Density functional theory data (wB97M-V/def2-TZVPD) for a molecular structure, C63H81Cl2N7O4PRbS2.

Summary:
net charge = -2
multiplicity = 1
energy = -141930.5193 eV
HOMO = -2.09 eV
orbital gap = 5.24 eV

Each line ends with the Löwdin charge.
Geometry (Å):
Rb: -0.29198 -0.00618 0.36603  0.689
C: 0.22976 -5.54018 3.85894  -0.065
C: 0.94172 -4.86693 2.72605  -0.259
C: 2.24442 -4.52854 2.78143  -0.002
C: 2.88503 -3.82600 1.69766  -0.117
C: 4.18451 -3.39909 1.66533  -0.050
N: 5.07820 -3.27966 2.68774  0.027
C: 4.66550 -2.80834 4.01649  -0.180
C: 3.94690 -1.46964 3.99723  -0.188
C: 4.66040 -0.34329 3.26277  -0.148
N: 4.33938 -0.27035 1.84626  0.074
C: 5.22649 -0.09761 0.89131  -0.038
C: 4.93305 0.09357 -0.45401  -0.130
C: 5.99512 0.28028 -1.38958  -0.021
C: 5.75380 0.48381 -2.70759  -0.284
C: 6.84768 0.70554 -3.71361  -0.070
C: 4.38946 0.44685 -3.14509  0.016
C: 3.33401 0.26062 -2.31355  -0.115
C: 1.94352 0.17915 -2.85892  -0.125
N: 1.40678 -0.85389 -3.34735  0.088
C: 2.18239 -2.09044 -3.38399  -0.222
C: 1.30685 -3.29445 -3.73696  -0.178
C: 0.86924 -4.14063 -2.54161  -0.230
N: -0.20320 -3.47762 -1.82757  0.061
C: -0.24049 -3.38270 -0.56858  -0.123
C: 0.70362 -3.86244 0.48196  -0.095
C: 0.18792 -4.49951 1.55807  0.045
C: 2.11332 -3.45544 0.49530  -0.305
O: 2.60991 -2.77187 -0.40742  0.003
C: 3.55066 0.15312 -0.87772  -0.319
O: 2.61241 0.12559 -0.05817  -0.080
H: 0.93432 -5.87792 4.61523  0.066
H: -0.35915 -6.39204 3.50957  0.073
H: -0.44265 -4.83038 4.34098  0.070
H: 2.82410 -4.81909 3.64328  0.100
H: 4.54454 -3.07611 0.69199  0.131
H: 5.93624 -2.84510 2.37992  0.115
H: 5.57527 -2.75306 4.62002  0.120
H: 4.01061 -3.53088 4.49323  0.083
H: 3.79603 -1.16215 5.03317  0.050
H: 2.93960 -1.59120 3.59259  0.116
H: 5.74896 -0.43343 3.35287  0.121
H: 4.37546 0.60536 3.72502  0.098
H: 3.36521 -0.18992 1.52298  0.132
H: 6.27166 -0.12043 1.20073  0.134
H: 7.01627 0.27225 -1.01630  0.111
H: 7.79617 0.91577 -3.21909  0.067
H: 6.61365 1.54842 -4.36667  0.074
H: 6.98829 -0.16938 -4.35353  0.074
H: 4.19247 0.55652 -4.20799  0.128
H: 1.35239 1.09258 -2.85076  0.091
H: 2.65921 -2.25858 -2.41642  0.090
H: 2.98360 -1.98574 -4.12320  0.113
H: 1.84169 -3.94024 -4.43969  0.096
H: 0.40512 -2.93192 -4.23524  0.103
H: 1.72450 -4.40433 -1.91633  0.102
H: 0.43779 -5.07232 -2.93005  0.113
H: -1.11492 -2.88141 -0.13632  0.089
H: -0.87353 -4.71558 1.56333  0.109
C: -4.36307 -2.71475 -2.63013  -0.071
C: -5.55972 -2.06871 -2.37904  -0.085
C: -5.53262 -0.84382 -1.73848  -0.026
C: -4.30542 -0.30279 -1.35252  -0.216
N: -3.15572 -0.92660 -1.59689  0.146
C: -3.18812 -2.09559 -2.22424  -0.126
C: -4.22215 1.02543 -0.66932  -0.222
C: -5.36301 1.74638 -0.32292  -0.024
C: -5.21962 2.99240 0.26306  -0.066
C: -3.94746 3.48213 0.48921  -0.074
C: -2.87214 2.68055 0.13348  -0.200
N: -3.00057 1.48459 -0.41840  0.128
H: -4.32942 -3.67286 -3.13149  0.094
H: -6.50328 -2.50633 -2.68389  0.097
H: -6.45792 -0.32025 -1.54713  0.092
H: -2.22585 -2.55624 -2.41275  0.079
H: -6.35154 1.35022 -0.49868  0.092
H: -6.09454 3.57520 0.52682  0.101
H: -3.78399 4.46035 0.92025  0.101
H: -1.85726 3.01761 0.30392  0.039
Cl: 0.31932 3.20179 -1.26011  0.725
C: 0.50988 4.34474 -2.56802  -0.656
C: 1.81431 4.61774 -2.93671  -0.152
C: 2.07706 5.50276 -3.97217  -0.133
C: 1.00110 6.09622 -4.61675  -0.165
C: -0.29052 5.82146 -4.21290  -0.697
Cl: -1.56541 6.64216 -5.08102  0.575
C: -0.63216 4.95176 -3.14540  -0.840
S: -2.22405 4.70917 -2.57383  0.454
H: 2.62053 4.12095 -2.41333  0.092
H: 3.09299 5.72220 -4.27039  0.083
H: 1.15721 6.78373 -5.43717  0.084
S: 1.68459 -0.44731 6.43657  0.436
C: 1.57025 -2.06326 6.05542  -0.983
N: 1.57280 -3.19751 5.79699  0.030
O: 0.19296 2.14756 2.01501  -0.458
P: -0.23405 3.09070 3.09295  0.798
C: 0.96915 3.03383 4.47070  -0.322
C: 1.01616 4.23273 5.41806  -0.194
C: 1.86849 3.91392 6.65318  -0.182
C: 3.07850 3.03399 6.30090  -0.201
C: 3.47828 3.23555 4.84354  -0.197
C: 2.37924 2.71945 3.90979  -0.184
C: -0.33926 4.76754 2.35230  -0.310
C: 0.98420 5.07780 1.63860  -0.220
C: 0.85702 6.33595 0.78344  -0.172
C: 0.24655 7.51665 1.56903  -0.188
C: 0.08497 7.18567 3.05055  -0.213
C: -0.81281 5.96126 3.21964  -0.186
C: -1.91440 2.57592 3.61785  -0.313
C: -2.97775 3.57707 4.07599  -0.181
C: -2.92604 3.90071 5.56519  -0.201
C: -2.99425 2.62091 6.39219  -0.201
C: -1.84550 1.68682 6.02486  -0.188
C: -1.86656 1.34598 4.53640  -0.179
H: 0.66164 2.14819 5.03696  0.080
H: 0.01897 4.52655 5.74484  0.080
H: 1.43602 5.08986 4.88433  0.102
H: 1.24962 3.39001 7.38567  0.106
H: 2.18924 4.85050 7.11912  0.103
H: 2.79989 1.99139 6.45596  0.036
H: 3.91432 3.24531 6.97195  0.103
H: 4.41932 2.72301 4.62620  0.095
H: 3.66125 4.30064 4.65917  0.109
H: 2.45007 1.63395 3.82029  0.093
H: 2.51062 3.12084 2.90504  0.096
H: -1.08337 4.58847 1.56419  0.111
H: 1.26231 4.23210 1.01347  0.063
H: 1.78015 5.20746 2.37957  0.104
H: 0.23858 6.10057 -0.08561  0.102
H: 1.84107 6.60558 0.39456  0.108
H: -0.74105 7.75670 1.16543  0.110
H: 0.85499 8.41564 1.44855  0.098
H: -0.35042 8.03434 3.58490  0.106
H: 1.06412 7.00265 3.50253  0.100
H: -1.82009 6.24891 2.90523  0.107
H: -0.88884 5.69653 4.27185  0.075
H: -2.22969 2.20295 2.63343  0.102
H: -3.94611 3.10634 3.87019  0.121
H: -2.94984 4.48659 3.47540  0.082
H: -3.74295 4.57984 5.82689  0.106
H: -1.99561 4.42591 5.80296  0.083
H: -3.94553 2.11602 6.18797  0.114
H: -2.97596 2.85463 7.46014  0.103
H: -1.90285 0.75877 6.59726  0.112
H: -0.90199 2.16015 6.31069  0.089
H: -2.76473 0.76214 4.33066  0.088
H: -1.03814 0.68962 4.26126  0.115
C: -4.45059 -0.93480 2.44417  -0.047
C: -3.17474 -1.80912 2.48303  -0.818
C: -3.50055 -3.10839 1.70572  -0.057
C: -2.90538 -2.21556 3.95317  -0.049
O: -2.11967 -1.15654 1.93332  -0.411
H: -5.31062 -1.41789 2.92129  0.067
H: -4.70349 -0.71293 1.40720  0.054
H: -4.25321 0.01303 2.95044  0.059
H: -4.40326 -3.61049 2.06975  0.066
H: -2.66229 -3.79642 1.80337  0.043
H: -3.63247 -2.86623 0.64849  0.060
H: -3.63492 -2.94069 4.32873  0.065
H: -2.93096 -1.34473 4.60772  0.051
H: -1.90538 -2.64938 4.01748  0.068

=====

2.
Density functional theory data (wB97M-V/def2-TZVPD) for a molecular structure, C18H23BI2N2O8.

Summary:
multiplicity = 1
energy = -55280.7933 eV
HOMO = -9.21 eV
orbital gap = 6.86 eV

Each line ends with the Löwdin charge.
Geometry (Å):
C: -4.59870 -1.26583 -2.34316  -0.094
C: -4.78948 -1.55234 -0.87604  -0.246
C: -3.51972 -1.90070 -0.15200  -0.147
C: -2.57599 -0.79955 0.09329  -0.169
N: -2.90483 0.37752 -0.42459  0.078
N: -2.10804 1.44874 -0.29165  -0.426
I: -3.05237 3.12665 -1.02224  1.056
C: -0.92734 1.41478 0.34928  -0.248
C: -0.08767 2.60796 0.45348  -0.147
C: 0.99715 2.69663 -0.59063  -0.404
C: 0.50466 2.30225 -1.94512  -0.076
C: 1.63717 4.06939 -0.53416  -0.033
C: -0.58105 0.19689 0.90746  0.071
C: -1.38075 -0.91657 0.83219  -0.104
C: -0.98692 -2.16387 1.51862  -0.123
C: -0.91830 -2.03727 3.02942  -0.307
C: -2.22020 -1.62520 3.62484  -0.709
I: -2.15416 -1.67970 5.72266  0.829
H: -5.44770 -1.59683 -2.89962  0.069
H: -3.72468 -1.75925 -2.71826  0.074
H: -4.46994 -0.22611 -2.54864  0.052
H: -5.44150 -2.38987 -0.75607  0.105
H: -5.25636 -0.71023 -0.40222  0.105
H: -2.98789 -2.63956 -0.72594  0.135
H: -3.73766 -2.36086 0.79121  0.115
H: -0.68610 3.49426 0.47943  0.064
H: 0.39734 2.54340 1.40584  0.139
H: 1.75253 1.98444 -0.31182  0.122
H: 1.33118 2.18277 -2.60802  0.093
H: -0.14160 3.04541 -2.37366  0.056
H: -0.02988 1.37598 -1.90215  0.057
H: 0.99005 4.79569 -0.08249  0.074
H: 2.56524 4.06824 0.00098  0.083
H: 1.85158 4.40718 -1.52442  0.077
H: 0.35655 0.14527 1.41366  0.118
H: -1.65754 -2.94963 1.26429  0.108
H: -0.01491 -2.42175 1.15067  0.125
H: -0.60815 -2.97519 3.44113  0.103
H: -0.16269 -1.32437 3.29349  0.100
H: -3.03049 -2.25509 3.32866  0.036
H: -2.46991 -0.61545 3.38460  0.032
B: 4.65838 -0.64377 -0.73640  -0.867
O: 4.18627 -0.96523 0.64591  0.252
C: 2.88676 -0.92964 0.71728  -0.382
O: 2.19660 -1.08029 1.69397  0.119
C: 2.34698 -0.56631 -0.69998  -0.378
O: 1.19203 -0.40132 -0.99615  0.116
O: 3.38342 -0.40847 -1.47799  0.247
O: 5.50563 0.53989 -0.75025  0.227
C: 6.69542 0.24392 -1.27941  -0.373
O: 7.61032 0.98828 -1.43734  0.165
C: 6.65276 -1.27427 -1.65821  -0.372
O: 7.53231 -1.90004 -2.15815  0.167
O: 5.44217 -1.72097 -1.31561  0.234

=====

3.
Density functional theory data (wB97M-V/def2-TZVPD) for a molecular structure, C38H37CsN10O7Se2.

Summary:
energy relative to the best compared isomer or geometry (same formula, charge and spin) = 1.3459 eV
net charge = -2
multiplicity = 1
energy = -200477.3022 eV
HOMO = -2.01 eV
orbital gap = 5.39 eV

Each line ends with the Löwdin charge.
Geometry (Å):
Cs: -0.39208 0.21745 -0.55283  1.398
N: -2.18875 -2.63799 1.09913  -0.041
C: -3.01206 -2.35231 2.28885  -0.211
C: -3.58354 -0.91769 2.32822  -0.631
O: -3.85863 -0.46140 3.47875  -0.126
N: -3.67612 -0.37709 1.15182  0.030
C: -4.11389 1.00838 1.09277  -0.170
C: -3.00684 1.87666 0.53450  -0.643
O: -3.34448 2.77408 -0.33085  -0.050
O: -1.83845 1.66013 0.89001  -0.330
H: -1.36273 -2.04963 1.23681  -0.008
H: -2.69711 -2.15749 0.35540  0.039
H: -2.41166 -2.49345 3.19057  0.088
H: -3.84157 -3.06720 2.35485  0.096
H: -4.39263 1.40074 2.08000  0.108
H: -4.98627 1.11437 0.44250  0.100
O: -5.39793 2.66848 -7.49206  0.025
N: -4.68207 1.72600 -7.19467  -0.354
O: -4.58224 0.72438 -7.89275  0.027
C: -3.96856 1.75995 -5.90938  -0.096
C: -4.03556 2.94275 -5.24354  0.048
C: -3.35329 3.15219 -4.03212  -0.152
C: -3.39667 4.39120 -3.32437  -0.031
C: -2.72023 4.51819 -2.16378  -0.044
C: -1.97263 3.38584 -1.67097  -0.166
N: -1.78574 2.29200 -2.42433  0.069
C: -2.53949 2.13808 -3.50808  -0.156
C: -2.52772 0.83416 -4.18665  -0.124
N: -1.85019 -0.14505 -3.55114  0.115
C: -1.84805 -1.35028 -4.05751  -0.120
C: -2.53048 -1.66942 -5.24029  -0.053
C: -3.22227 -0.69322 -5.90202  -0.015
C: -3.24208 0.62263 -5.38640  -0.069
H: -4.61807 3.74606 -5.67403  0.122
H: -3.98266 5.20943 -3.73019  0.107
H: -2.75445 5.42538 -1.57731  0.103
H: -1.25206 3.53900 -0.87952  0.114
H: -1.29156 -2.10524 -3.51061  0.108
H: -2.51737 -2.68383 -5.61636  0.098
H: -3.75873 -0.92221 -6.80597  0.091
O: 2.15209 0.20301 0.09428  -0.377
N: 2.57684 0.91995 -0.82913  -0.093
N: 2.15856 0.58193 -2.02634  -0.320
O: 1.40427 -0.44905 -2.30966  -0.484
C: 2.64518 1.38152 -3.10412  -0.170
C: 3.38846 2.53873 -2.89524  -0.030
C: 3.81197 3.26915 -3.99096  -0.107
C: 3.49644 2.86700 -5.28615  -0.122
C: 2.74463 1.71758 -5.47119  -0.094
C: 2.31248 0.96742 -4.38430  -0.009
H: 3.61567 2.85370 -1.88824  0.100
H: 4.38538 4.17432 -3.82983  0.092
H: 3.82092 3.45148 -6.13688  0.086
H: 2.47421 1.39960 -6.47063  0.095
H: 1.70523 0.08167 -4.48861  0.107
C: -0.32210 -5.96583 -2.16426  -0.462
Se: -1.38234 -4.92939 -0.91898  0.873
C: -0.02167 -4.91866 0.48554  -0.581
C: 1.36833 -4.47811 0.06130  -0.573
Se: 1.33964 -2.72187 -0.78953  0.900
C: 3.26339 -2.58091 -0.91385  -0.385
H: -0.97077 -6.27208 -2.98426  0.003
H: 0.06793 -6.86076 -1.67915  0.014
H: 0.49706 -5.37051 -2.56272  0.004
H: 0.01071 -5.93949 0.87884  0.054
H: -0.45416 -4.26258 1.23788  0.025
H: 1.81640 -5.21050 -0.61585  0.045
H: 2.00733 -4.41796 0.94734  0.061
H: 3.70864 -2.40384 0.06554  0.020
H: 3.47920 -1.73682 -1.56064  0.005
H: 3.67024 -3.49271 -1.35306  0.017
N: 3.57704 0.21690 6.11932  0.163
C: 3.99978 0.79213 7.29965  -0.197
C: 5.23669 0.85114 7.93156  -0.035
C: 5.28628 1.52321 9.13940  -0.118
C: 4.14009 2.11522 9.69619  -0.114
C: 2.91801 2.04847 9.05560  -0.025
C: 2.84901 1.37573 7.83770  -0.232
N: 1.75841 1.16466 7.00592  0.180
C: 2.23367 0.47635 6.00232  -0.260
C: 1.45956 -0.01418 4.84106  -0.147
C: 0.10357 0.25228 4.75179  0.015
C: -0.60322 -0.23269 3.65787  -0.070
N: -0.02708 -0.96115 2.69868  0.089
C: 1.27626 -1.20143 2.77943  -0.132
C: 2.06238 -0.74933 3.82769  -0.013
H: 4.13505 -0.27944 5.44979  0.142
H: 6.11963 0.39663 7.50305  0.102
H: 6.22849 1.59543 9.66693  0.089
H: 4.22009 2.63281 10.64284  0.089
H: 2.02939 2.50106 9.47425  0.107
H: -0.39888 0.82639 5.51627  0.113
H: -1.66982 -0.05068 3.55692  0.097
H: 1.71028 -1.75062 1.95163  0.073
H: 3.12207 -0.96888 3.81056  0.096

=====

4.
Density functional theory data (wB97M-V/def2-TZVPD) for 6 unconnected molecules or ions with the total composition C34H37BrNO.

Summary:
net charge = +1
multiplicity = 1
energy = -109429.5847 eV
HOMO = -10.60 eV
orbital gap = 6.32 eV

Each line ends with the Löwdin charge.
Geometry (Å):
O: 1.46740 3.07305 0.75979  0.084
N: 0.12840 3.28540 0.82876  -0.109
C: -0.43135 4.41584 0.65503  0.049
C: -1.86531 4.36482 0.96564  -0.141
C: -2.17079 2.85087 1.12404  -0.628
Br: -2.94446 2.55221 2.86009  0.802
C: -0.78712 2.14948 1.03860  -0.108
H: 1.81817 3.22147 1.66606  0.120
H: 0.15246 5.28316 0.36693  0.177
H: -1.92097 4.84534 1.95500  0.118
H: -2.53066 4.95417 0.33858  0.142
H: -2.83319 2.50594 0.33733  0.103
H: -0.69861 1.49880 0.16820  0.129
H: -0.49963 1.54651 1.89851  0.127
C: 2.36898 0.18006 -0.74112  -0.112
C: 2.93211 -0.87043 -0.02760  -0.099
C: 3.55045 -1.91140 -0.70489  -0.089
C: 3.60668 -1.89992 -2.09273  -0.083
C: 3.04635 -0.84882 -2.80470  -0.081
C: 2.42509 0.19167 -2.12757  -0.089
H: 1.88644 0.99374 -0.21727  0.060
H: 2.88854 -0.88099 1.05460  0.101
H: 3.98937 -2.73192 -0.15242  0.104
H: 4.09080 -2.71140 -2.61967  0.106
H: 3.09324 -0.83808 -3.88560  0.107
H: 1.98797 1.00868 -2.68893  0.083
C: 2.08442 2.68766 -7.19963  -0.086
C: 3.09697 3.13102 -6.36009  -0.088
C: 2.81970 3.42182 -5.03188  -0.098
C: 1.52877 3.26568 -4.54673  -0.127
C: 0.51581 2.81916 -5.38409  -0.103
C: 0.79414 2.53201 -6.71300  -0.091
H: 2.30141 2.46293 -8.23545  0.105
H: 4.10253 3.25008 -6.74115  0.104
H: 3.60914 3.76877 -4.37770  0.101
H: 1.31337 3.49115 -3.50824  0.085
H: -0.49054 2.69360 -5.00475  0.096
H: 0.00600 2.18721 -7.36920  0.104
C: 2.63593 3.67207 5.81310  -0.062
C: 3.37032 4.55951 5.03814  -0.066
C: 2.85953 5.01893 3.83396  -0.071
C: 1.61002 4.58214 3.41193  -0.137
C: 0.87374 3.68720 4.18360  -0.093
C: 1.38946 3.23411 5.38881  -0.068
H: 3.03799 3.31943 6.75316  0.113
H: 4.33934 4.89949 5.37701  0.113
H: 3.42615 5.72041 3.23603  0.112
H: 1.20018 4.97952 2.49041  0.076
H: -0.09721 3.33799 3.84516  0.068
H: 0.82319 2.53915 5.99381  0.112
C: -2.15151 -1.23162 0.38498  -0.118
C: -1.02200 -1.99784 0.13432  -0.091
C: -0.80085 -3.15190 0.87379  -0.083
C: -1.71258 -3.54133 1.84542  -0.103
C: -2.84809 -2.77866 2.08633  -0.086
C: -3.06188 -1.61717 1.35923  -0.098
H: -2.34258 -0.34190 -0.20566  0.088
H: -0.32307 -1.70746 -0.63776  0.097
H: 0.07750 -3.75481 0.68152  0.107
H: -1.54475 -4.44917 2.41046  0.106
H: -3.56357 -3.09180 2.83488  0.108
H: -3.94884 -1.02042 1.53295  0.099
C: -3.10722 -8.79826 0.75040  -0.095
C: -2.61210 -7.50325 0.81477  -0.098
C: -3.39232 -6.43878 0.38539  -0.098
C: -4.66957 -6.66911 -0.10701  -0.095
C: -5.16541 -7.96367 -0.17075  -0.095
C: -4.38366 -9.02800 0.25669  -0.094
H: -2.49854 -9.62857 1.08389  0.101
H: -1.61556 -7.32508 1.19989  0.097
H: -3.00444 -5.42984 0.42857  0.076
H: -5.27884 -5.83892 -0.44090  0.100
H: -6.16140 -8.14404 -0.55364  0.101
H: -4.76946 -10.03766 0.20442  0.102